Entry 1:
This record from the OMol25 dataset describes C31H35Cl2HgN10O8S3 as an isolated structure. The level of theory is ωB97M-V with the def2-TZVPD basis set.

Values from the calculation:
Gap between HOMO and LUMO (alpha / beta) ... 3.22 / 5.94 eV
E_LUMO (alpha / beta) ... 3.55 / 3.55 eV
Net charge ... -2
Relative energy (zero: lowest compared OMol25 entry of this formula, charge and spin) ... 15.5 kcal/mol
F_max ... 0.789 eV/A
Multiplicity ... 2

Geometry (Å):
Hg: 0.523 -0.403 0.646
Cl: 3.228 -5.151 0.249
Cl: -1.256 -2.636 2.130
S: -1.109 2.364 -2.682
S: 1.166 -2.742 -0.093
S: -2.266 -0.092 -0.116
O: 1.799 -0.196 2.489
O: -0.426 1.458 1.360
O: 1.053 3.709 7.000
O: -0.917 4.521 6.784
O: 3.172 1.429 3.141
O: -2.745 2.818 1.095
O: -3.524 3.720 3.002
O: -0.093 2.479 -3.800
N: 2.275 0.189 -1.037
N: 0.015 3.850 6.356
N: 5.542 -1.720 -3.232
N: -1.958 -1.770 -2.199
N: 4.167 -0.216 -2.052
N: 6.306 -2.764 -4.938
N: 6.376 -1.670 -4.285
N: -2.587 3.107 2.355
N: -3.996 -1.778 -1.199
N: -0.607 -1.457 -2.285
C: 0.737 -5.870 3.251
C: 4.020 -5.434 -3.773
C: 5.397 -3.588 -4.300
C: 4.960 -4.879 -4.607
C: -0.320 2.003 2.529
C: -1.271 3.414 4.311
C: 4.144 -0.511 0.459
C: -2.729 -1.240 -1.204
C: -0.108 3.230 5.068
C: 0.894 3.238 -0.919
C: -0.053 -3.875 2.163
C: -0.170 -4.829 3.163
C: -4.397 1.821 -2.599
C: 4.901 -2.919 -3.188
C: 2.033 0.993 2.956
C: 3.507 -4.731 -2.657
C: -3.744 3.167 -2.288
C: 0.839 1.840 3.357
C: 3.276 0.188 -3.037
C: 0.974 -3.900 1.204
C: 3.515 -0.181 -0.849
C: 1.811 4.046 -1.839
C: 0.942 2.471 4.584
C: 5.519 -0.642 -2.265
C: 3.929 -3.465 -2.337
C: -1.390 2.846 3.044
C: -2.499 3.432 -3.140
C: -0.590 3.343 -1.244
C: 1.769 -5.941 2.331
C: 2.111 0.430 -2.390
C: 1.877 -4.977 1.344
H: 4.879 0.248 0.739
H: 1.004 3.583 0.110
H: 1.195 2.191 -0.911
H: -2.147 4.459 -3.040
H: -4.390 -2.040 -2.091
H: 1.558 5.110 -1.791
H: 2.752 -5.196 -2.035
H: 0.646 -6.613 4.034
H: -4.462 3.969 -2.472
H: -0.888 4.382 -1.403
H: -2.256 -2.662 -2.560
H: -0.360 -1.197 -3.228
H: 3.380 -0.522 1.242
H: -4.622 -1.275 -0.591
H: 3.653 -6.432 -3.976
H: -1.181 2.936 -0.410
H: 5.910 -0.983 -1.312
H: -2.666 3.219 -4.200
H: 6.157 0.147 -2.655
H: -3.481 3.211 -1.224
H: -2.089 4.000 4.688
H: -0.023 -2.198 -1.913
H: 4.632 -1.492 0.434
H: -5.325 1.699 -2.035
H: 2.503 -6.735 2.376
H: -0.986 -4.742 3.869
H: 1.846 2.362 5.164
H: 5.350 -5.407 -5.468
H: 1.712 3.718 -2.874
H: -3.729 1.005 -2.324
H: -4.628 1.733 -3.667
H: 3.506 -2.928 -1.492
H: 1.178 0.791 -2.800
H: 3.553 0.234 -4.078
H: 2.856 3.937 -1.532

***

Entry 2:
This record from the OMol25 dataset describes C31H35ClN2RhSi2 as an isolated structure at a distorted geometry. The level of theory is ωB97M-V with the def2-TZVPD basis set.

Values from the calculation:
Gap between HOMO and LUMO (alpha / beta) ... 7.31 / 6.15 eV
E_LUMO (alpha / beta) ... -1.90 / -5.12 eV
Net charge ... +1
Relative energy (zero: lowest compared OMol25 entry of this formula, charge and spin) ... 0.0 kcal/mol
F_max ... 11.630 eV/A
Multiplicity ... 5

Geometry (Å):
Rh: 0.089 -0.403 -0.590
Cl: 2.007 0.297 -2.584
Si: 1.039 0.399 -4.665
Si: -0.057 0.131 -6.932
N: 0.802 1.763 -0.230
N: 2.228 -0.596 0.253
C: -0.075 1.854 -4.275
C: -1.813 -2.690 -4.760
C: 2.142 -3.223 -8.123
C: 0.474 1.661 -7.862
C: -1.824 4.037 -4.181
C: -0.123 3.782 -8.859
C: 1.789 1.797 -8.338
C: 0.237 -1.492 -9.211
C: 0.276 -3.645 -4.025
C: -2.214 2.800 -3.656
C: 0.835 -2.364 -3.940
C: -0.472 2.665 -8.098
C: -1.250 -1.406 -4.691
C: 1.180 3.906 -9.358
C: 0.354 3.116 -4.704
C: 2.205 1.878 0.350
C: 0.118 -1.238 -4.380
C: -1.835 -0.092 -0.160
C: 0.683 -1.295 -7.893
C: 1.705 -3.408 -9.439
C: -0.577 -1.924 0.516
C: -1.132 -0.669 0.950
C: -1.323 1.721 -3.661
C: -1.709 -0.985 -1.265
C: 1.642 -2.169 -7.352
C: -0.527 4.196 -4.680
C: 2.138 2.923 -9.088
C: -1.040 -3.813 -4.469
C: -0.923 -2.106 -0.858
C: 0.760 -2.533 -9.987
C: 2.582 0.611 1.076
H: 1.857 -2.253 -3.575
H: -1.480 2.561 -7.687
H: -1.883 -0.548 -4.950
H: 0.417 -2.666 -11.013
H: 0.137 2.238 0.388
H: -0.026 -2.636 1.134
H: -2.855 -2.800 -5.068
H: -0.531 -0.833 -9.625
H: 2.536 1.024 -8.125
H: 2.434 0.661 -5.022
H: 2.871 -3.904 -7.680
H: 2.884 2.071 -0.489
H: -3.220 2.673 -3.258
H: 1.363 3.230 -5.096
H: -0.213 5.160 -5.073
H: -0.641 -2.952 -1.486
H: -2.172 -0.859 -2.236
H: 0.878 -4.514 -3.758
H: -0.871 4.547 -9.061
H: 0.755 2.251 -1.131
H: 1.451 4.779 -9.953
H: 2.309 -1.442 0.821
H: -1.469 -4.812 -4.565
H: -1.620 0.769 -3.210
H: -2.532 4.867 -4.215
H: 2.026 0.531 2.015
H: -2.386 0.846 -0.160
H: 2.089 -4.241 -10.028
H: 2.872 -0.699 -0.540
H: -1.061 -0.252 1.955
H: 3.657 0.598 1.289
H: 1.990 -2.034 -6.323
H: -1.525 0.039 -7.066
H: 2.216 2.720 1.054
H: 3.158 3.019 -9.462

***

Entry 3:
This record from the OMol25 dataset describes C31H35I2IrN4O as an isolated structure at a distorted geometry. The level of theory is ωB97M-V with the def2-TZVPD basis set.

Values from the calculation:
Gap between HOMO and LUMO (alpha / beta) ... 7.60 / 6.11 eV
E_LUMO (alpha / beta) ... -5.63 / -7.66 eV
Net charge ... +2
F_max ... 3.885 eV/A
Multiplicity ... 5

Geometry (Å):
Ir: 0.291 1.853 0.794
I: 0.839 4.115 -3.960
I: -3.883 7.525 -3.085
O: -0.126 3.206 -1.133
N: -0.669 -0.195 1.102
N: 0.352 2.134 2.920
N: 1.274 0.612 -0.592
N: -1.304 3.607 1.468
C: -2.693 5.577 -1.266
C: 1.478 1.682 4.950
C: -0.821 4.178 -1.461
C: 1.476 1.801 3.571
C: 2.144 1.159 -1.430
C: 0.345 2.020 5.640
C: 3.147 -1.785 -3.639
C: -1.937 -5.003 2.829
C: 3.368 -1.046 -4.897
C: -0.700 2.559 3.597
C: -1.832 3.060 2.714
C: -0.602 4.840 -2.769
C: -1.416 5.804 -3.252
C: 1.447 -1.484 -1.824
C: -1.878 -2.015 2.150
C: -0.340 -2.496 0.445
C: -0.071 -1.149 0.249
C: 2.437 -3.102 -4.026
C: -0.769 2.512 5.022
C: -2.968 -4.718 0.622
C: -1.674 -4.462 1.387
C: -2.392 3.841 0.482
C: -1.535 -0.679 1.992
C: -0.463 -5.234 0.934
C: -2.564 6.138 -2.487
C: 4.485 -2.180 -2.945
C: 0.907 -0.699 -0.785
C: -1.272 -2.968 1.345
C: 2.402 -0.934 -2.651
C: -1.890 4.643 -0.666
C: 2.767 0.437 -2.426
H: 2.560 -0.708 -5.513
H: 3.984 -1.647 -5.590
H: -3.499 5.864 -0.614
H: -1.313 6.240 -4.220
H: -3.713 -3.984 0.898
H: 4.066 -0.185 -4.785
H: 5.258 -2.644 -3.497
H: 0.273 1.884 6.704
H: -2.692 -2.230 2.812
H: 2.321 2.232 -1.198
H: 4.926 -1.318 -2.481
H: 1.457 -2.805 -4.389
H: -0.077 -5.115 -0.080
H: -1.887 -6.076 2.783
H: 1.107 -2.545 -1.859
H: -1.133 -4.650 3.468
H: 4.255 -2.810 -2.083
H: 2.323 1.417 2.998
H: -1.964 0.017 2.723
H: 2.967 -3.603 -4.862
H: 2.355 -3.741 -3.150
H: -2.816 -4.597 -0.448
H: -0.768 4.454 1.607
H: -2.467 3.768 3.294
H: 0.242 -4.922 1.757
H: 0.171 -3.295 -0.074
H: 3.476 0.859 -3.097
H: -0.552 -6.282 1.099
H: -2.827 2.896 0.144
H: -3.340 -5.733 0.847
H: -3.256 4.279 1.043
H: -2.929 -4.706 3.240
H: -1.604 2.841 5.602
H: 2.284 1.371 5.601
H: -2.550 2.318 2.403

***

Entry 4:
This record from the OMol25 dataset describes C31H36Cl2N2O9PW as an isolated structure at a distorted geometry. The level of theory is ωB97M-V with the def2-TZVPD basis set.

Values from the calculation:
Gap between HOMO and LUMO (alpha / beta) ... 4.33 / 4.32 eV
E_LUMO (alpha / beta) ... -10.89 / -10.89 eV
Net charge ... +3
Relative energy (zero: lowest compared OMol25 entry of this formula, charge and spin) ... 48.7 kcal/mol
F_max ... 2.719 eV/A
Multiplicity ... 1

Geometry (Å):
W: 0.657 -0.692 0.222
Cl: 3.973 1.124 -2.450
Cl: 2.710 1.771 0.170
P: -0.189 1.458 1.557
O: -1.709 0.994 -7.354
O: 1.871 -0.861 1.620
O: -0.793 -1.154 1.215
O: -2.919 -0.633 -6.282
O: -1.346 1.312 2.638
O: 0.311 2.949 1.675
O: -0.966 1.489 0.156
O: -0.964 -0.971 -1.491
O: 0.742 0.321 -1.571
N: 0.323 -3.031 -0.235
N: 2.412 -1.625 -0.781
C: -1.928 2.510 -0.293
C: -1.845 -3.248 0.817
C: -1.984 -0.144 -5.451
C: -0.283 4.387 3.578
C: -1.159 0.797 3.998
C: 0.809 3.599 2.891
C: 0.095 1.199 -4.227
C: -1.913 -1.935 1.287
C: -4.120 -3.589 1.559
C: -1.246 0.859 -6.131
C: 2.019 -2.526 -1.859
C: -0.640 0.206 -3.539
C: -0.718 -3.718 0.070
C: 4.104 -1.201 0.885
C: -0.318 -0.147 -2.201
C: -3.079 -1.427 1.818
C: 5.924 -0.856 2.433
C: -2.964 -4.073 0.979
C: -1.714 -0.481 -4.163
C: -3.338 2.149 0.112
C: 5.474 -1.213 1.180
C: 3.643 -0.523 3.164
C: 3.634 -1.693 -0.369
C: -2.445 0.993 4.766
C: 3.737 2.341 -1.206
C: -2.790 0.061 -7.522
C: 3.196 -0.850 1.900
C: -0.200 1.545 -5.524
C: 5.005 -0.513 3.424
C: 1.298 -3.650 -1.135
C: -4.182 -2.258 1.958
H: -0.885 -0.258 3.932
H: -3.572 1.128 -0.189
H: -5.097 -1.867 2.382
H: 2.928 -0.284 3.942
H: 0.909 1.696 -3.715
H: 3.232 3.195 -1.639
H: 4.361 -2.219 -0.987
H: -1.816 2.521 -1.376
H: 1.604 4.255 2.546
H: 2.881 -2.907 -2.407
H: -2.919 -5.098 0.630
H: -2.274 -1.236 -3.631
H: 0.342 2.313 -6.057
H: 5.358 -0.244 4.410
H: 1.241 2.849 3.557
H: 6.983 -0.857 2.654
H: 6.175 -1.507 0.408
H: -2.774 2.030 4.702
H: -4.028 2.824 -0.395
H: -4.978 -4.233 1.686
H: -2.270 0.754 5.815
H: -3.707 0.603 -7.751
H: -0.350 1.349 4.480
H: 2.022 -4.220 -0.546
H: 0.817 -4.326 -1.841
H: -0.667 5.169 2.926
H: 4.696 2.621 -0.787
H: -1.108 3.744 3.883
H: -3.113 -0.388 2.114
H: 0.138 4.859 4.465
H: -1.611 3.467 0.113
H: -3.240 0.350 4.393
H: -3.477 2.255 1.187
H: -2.546 -0.637 -8.323
H: 1.352 -2.018 -2.554
H: -0.791 -4.737 -0.311

***

Entry 5:
This record from the OMol25 dataset describes C31H36F6IIrN2OP2S as an isolated structure. The level of theory is ωB97M-V with the def2-TZVPD basis set.

Values from the calculation:
Gap between HOMO and LUMO ... 8.01 eV
E_LUMO ... -6.04 eV
Net charge ... +2
Relative energy (zero: lowest compared OMol25 entry of this formula, charge and spin) ... 0.0 kcal/mol
F_max ... 0.179 eV/A
Multiplicity ... 1

Geometry (Å):
Ir: 0.457 -1.244 -0.261
I: 2.795 -0.913 -1.497
S: 1.410 -1.323 1.958
P: 0.342 1.113 -0.281
P: -4.743 -0.714 -0.062
F: -4.221 -1.403 1.323
F: -3.987 -1.939 -0.867
F: -6.093 -1.514 -0.033
F: -5.324 0.520 0.743
F: -3.241 0.087 -0.105
F: -5.066 -0.020 -1.473
O: -1.683 -1.021 -2.088
N: -1.345 -1.640 0.702
N: 0.665 -3.418 -0.035
C: 2.139 -3.002 1.947
C: -2.012 2.401 -3.409
C: 5.834 0.633 1.094
C: -1.711 -3.062 0.453
C: -0.471 2.031 3.576
C: 0.292 2.635 -4.041
C: 4.153 2.379 0.953
C: -1.391 -1.246 2.141
C: -0.133 -1.576 2.927
C: 1.939 -3.771 0.643
C: 0.679 2.160 -2.798
C: 2.636 4.240 0.717
C: 3.236 1.516 0.284
C: -0.523 -3.955 0.703
C: -2.478 2.555 2.367
C: 1.930 2.017 -0.010
C: -1.798 2.450 3.568
C: 0.153 1.684 2.392
C: 0.122 -1.973 -3.276
C: -1.633 1.892 -2.175
C: -2.541 -1.134 -3.275
C: 3.822 3.738 1.161
C: 5.006 -0.198 0.316
C: 5.424 1.903 1.366
C: -0.545 1.744 1.177
C: -1.855 2.212 1.172
C: -0.280 1.792 -1.846
C: -1.056 2.772 -4.344
C: -0.473 -1.392 -2.036
C: 1.687 3.362 0.172
C: 3.770 0.247 -0.060
H: -2.409 1.539 -1.511
H: -0.732 -4.979 0.391
H: -1.359 3.170 -5.303
H: 2.396 5.287 0.832
H: -3.503 2.901 2.346
H: 1.735 2.111 -2.562
H: -2.044 -3.134 -0.582
H: 1.727 -3.523 2.809
H: 1.198 1.395 2.415
H: -3.066 2.499 -3.635
H: 0.083 1.994 4.506
H: -3.458 -0.631 -2.991
H: -0.069 -0.913 3.788
H: 4.544 4.377 1.653
H: 6.805 0.279 1.408
H: 6.078 2.587 1.890
H: -0.113 -2.598 3.297
H: 0.704 3.757 -0.054
H: 5.369 -1.166 -0.004
H: 1.960 -4.844 0.851
H: -2.739 -2.186 -3.464
H: 2.748 -3.554 -0.050
H: -2.047 -0.648 -4.113
H: 0.374 -1.132 -3.936
H: -0.270 -3.990 1.760
H: -0.581 -2.605 -3.820
H: 1.033 -2.534 -3.082
H: -2.083 -1.069 0.260
H: -2.289 2.718 4.494
H: -2.567 -3.332 1.072
H: 3.204 -2.877 2.137
H: 0.685 -3.863 -0.949
H: 1.046 2.926 -4.761
H: -1.578 -0.176 2.161
H: -2.414 2.319 0.261
H: -2.255 -1.728 2.600

***

Entry 6:
This record from the OMol25 dataset describes C31H37AuN4 as an isolated structure. The level of theory is ωB97M-V with the def2-TZVPD basis set.

Values from the calculation:
Gap between HOMO and LUMO (alpha / beta) ... 6.52 / 5.73 eV
E_LUMO (alpha / beta) ... -5.72 / -7.04 eV
Net charge ... +2
Relative energy (zero: lowest compared OMol25 entry of this formula, charge and spin) ... 4.3 kcal/mol
F_max ... 0.747 eV/A
Multiplicity ... 3

Geometry (Å):
Au: 0.176 -0.802 -0.870
N: -0.902 -2.233 0.895
N: -1.573 0.605 0.859
N: -2.258 -4.538 -4.228
N: -1.657 -1.421 -2.135
C: -0.401 2.733 -0.570
C: -2.618 -3.269 -3.480
C: -4.380 0.618 1.851
C: 3.097 0.017 -1.412
C: 2.707 0.784 -2.523
C: 2.376 -0.548 0.925
C: 3.237 0.235 1.782
C: 3.942 1.371 1.350
C: 4.450 -0.357 -1.285
C: -1.771 2.822 0.034
C: 3.645 1.203 -3.444
C: -0.659 -3.429 1.373
C: 4.977 0.826 -3.301
C: 3.345 -0.163 3.124
C: -3.731 4.120 0.560
C: -4.613 -0.452 0.786
C: 4.766 2.047 2.224
C: -2.333 1.728 0.753
C: 4.172 0.517 3.996
C: -1.370 -2.661 -2.844
C: -1.234 -2.280 3.193
C: -0.846 -3.519 2.801
C: -4.318 3.021 1.186
C: 0.715 2.926 0.455
C: -1.257 -1.462 2.007
C: 5.378 0.035 -2.228
C: -1.634 -0.141 1.956
C: 2.145 -0.398 -0.420
C: -3.650 1.821 1.303
C: -2.476 4.013 -0.017
C: 4.888 1.618 3.544
H: -1.830 -5.233 -3.608
H: 5.312 2.917 1.886
H: -5.320 3.109 1.583
H: -3.367 -3.555 -2.743
H: 4.262 0.196 5.023
H: -0.703 -4.395 3.409
H: 1.689 2.882 -0.031
H: 0.631 3.892 0.952
H: -0.922 -3.363 -2.138
H: -2.039 4.864 -0.522
H: -5.342 0.963 2.233
H: -3.077 -2.609 -4.216
H: 0.686 2.148 1.219
H: -0.331 -4.234 0.728
H: -2.330 -1.555 -1.385
H: -3.871 0.175 2.709
H: -5.128 -0.029 -0.078
H: -1.591 -4.353 -4.985
H: -1.969 0.321 2.884
H: 1.665 1.062 -2.623
H: 3.345 1.821 -4.279
H: -0.272 1.758 -1.051
H: 2.784 -1.024 3.464
H: -5.221 -1.264 1.182
H: 1.785 -1.296 1.448
H: -4.270 5.055 0.506
H: -1.992 -0.691 -2.754
H: 6.411 -0.264 -2.128
H: -3.084 -4.974 -4.650
H: 5.707 1.149 -4.031
H: -0.618 -2.450 -3.609
H: 4.753 -0.960 -0.440
H: -0.325 3.493 -1.350
H: 3.836 1.727 0.335
H: -1.474 -1.947 4.188
H: -3.663 -0.877 0.451
H: 5.537 2.155 4.223

***

- Which formula does entry 1 have?
  C31H35Cl2HgN10O8S3

***

- What is the formula in the second record?
  C31H35ClN2RhSi2